Entry from the OMol25 dataset: the molecule C6H6BF3O at a distorted geometry (ωB97M-V/def2-TZVPD).

Results
E_HOMO	-0.37320	hartree
LUMO level	0.005	hartree
net charge	0
HOMO-LUMO gap	10.29	eV

Positions of all 17 atoms, in Å:
F (-1.98922, -3.03993, -1.11892)
F (-2.46001, -0.82423, -0.85164)
F (-1.35642, -1.58599, -2.70775)
C (0.85065, 2.07498, 1.09022)
C (1.75533, 1.45214, 0.25722)
C (-0.25495, 1.41473, 1.48624)
C (1.43694, 0.18148, -0.24435)
C (-0.55553, 0.19441, 0.91672)
C (0.22133, -0.42872, -0.00770)
O (-0.22485, -1.63989, -0.64960)
B (-1.60572, -1.74098, -1.36466)
H (1.05647, 2.97020, 1.58533)
H (2.64389, 1.97484, 0.04089)
H (-0.86132, 1.84446, 2.26050)
H (2.12907, -0.27159, -0.94779)
H (-1.31638, -0.40196, 1.36290)
H (0.53072, -2.17396, -1.10760)

Cartesian forces (eV/Å) of the 6 atoms listed first:
0.1 -0.1 0.3
0.3 0.4 0.3
0.4 0.4 -0.1
0.9 -0.4 -0.2
-1.3 -1.0 0.2
-0.9 -0.8 -0.1

---

Entry from the OMol25 dataset: a structure of composition C6H6Br18CsFeHgO8P2 at a distorted geometry (ωB97M-V/def2-TZVPD).

Results
E_HOMO (spin up / spin down)	-0.17950 / -0.17269	hartree
LUMO level (spin up / spin down)	0.035 / 0.035	hartree
net charge	-1
multiplicity	5
HOMO-LUMO gap (spin up / spin down)	5.84 / 5.65	eV
ΔE to the lowest compared entry with this formula, charge and spin	1.985	eV

Positions of all 43 atoms, in Å:
Hg (0.65751, -3.17954, -0.93511)
Fe (0.80355, -0.42071, 0.61975)
Cs (1.71649, -2.56656, 4.81091)
P (0.33053, -2.76155, 1.83768)
O (1.21258, -1.53978, 2.16806)
O (-0.37249, -2.02057, 0.65750)
O (1.09904, -3.90846, 1.10565)
O (-0.48892, -3.13964, 3.05767)
P (1.03849, -0.58527, -1.98390)
O (0.10028, -1.76769, -2.44976)
O (0.27351, 0.35420, -1.01771)
O (1.99873, -0.01911, -3.06654)
O (1.78777, -1.31093, -0.77602)
C (0.85789, 3.83565, -2.42809)
Br (-0.49813, 4.43747, -1.07530)
Br (2.64168, 4.09669, -1.63088)
Br (0.82501, 4.90233, -4.04964)
H (0.64440, 2.77104, -2.52358)
C (4.80297, 0.56040, -0.98481)
Br (5.73982, 2.07349, -1.86100)
Br (3.57815, 1.02237, 0.63140)
Br (5.94261, -0.99390, -0.50872)
H (4.10459, 0.06632, -1.66029)
C (-2.79616, 1.63530, -3.07236)
Br (-2.20389, 2.74770, -4.63976)
Br (-3.78191, 0.01578, -3.68975)
Br (-3.82852, 2.72251, -1.75491)
H (-1.94120, 1.22873, -2.53214)
C (1.22242, 3.11892, 3.95221)
Br (3.10834, 3.40000, 4.61084)
Br (0.59831, 1.22854, 4.01321)
Br (1.04031, 3.65809, 2.01063)
H (0.56510, 3.72721, 4.57351)
C (-3.16643, -0.35951, 1.72640)
Br (-4.71855, -0.50738, 0.48351)
Br (-3.97200, -0.19206, 3.54173)
Br (-2.09795, 1.26382, 1.44265)
H (-2.59169, -1.28429, 1.77685)
C (-2.78769, -4.40795, 0.05147)
Br (-1.67801, -5.93925, -0.57507)
Br (-4.59141, -4.92209, 0.56509)
Br (-2.83512, -3.05636, -1.37170)
H (-2.33999, -3.98397, 0.95031)

Cartesian forces (eV/Å) of the 6 atoms listed first:
-0.1 -1.6 -0.8
0.1 0.5 1.0
-0.1 0.1 -0.2
-0.7 0.4 -0.4
2.3 0.5 2.7
-3.6 -0.6 0.5